Below is a 3-piece molecular cluster, C15H37B3IN3O4 overall, with properties calculated with ωB97M-V/def2-TZVPD.

```
63
Properties=species:S:1:pos:R:3:nbo_charge:R:1
I -8.909 -0.559 -0.064 -0.003
O -3.860 -0.058 1.150 -0.880
O -6.929 1.179 -1.347 -0.503
O -3.560 -2.329 1.833 -0.880
O -5.590 -1.637 0.845 -0.893
N -7.117 -2.793 2.967 -0.828
N 1.880 -2.584 -0.858 -0.452
N 3.697 3.540 -0.214 -0.452
C 2.780 3.905 -1.279 -0.204
C 1.303 4.119 -0.926 -0.636
C 4.136 -3.323 -1.576 -0.616
C 0.476 -2.927 -0.732 -0.205
C 3.575 2.185 0.292 -0.216
C -6.292 0.830 0.926 -0.891
C 2.174 -1.177 -1.059 -0.218
C -7.153 0.677 -0.294 0.518
C 3.857 4.574 0.793 -0.212
C -0.401 -2.875 -1.990 -0.637
C 2.435 1.878 1.274 -0.641
C 2.630 -3.505 -1.692 -0.212
C 5.031 4.319 1.726 -0.616
C 1.981 -0.589 -2.465 -0.640
C -5.738 -3.304 2.812 -0.601
B -3.055 -1.186 1.255 1.008
B -5.204 -0.311 0.965 1.175
B -4.947 -2.436 1.789 1.177
H 1.578 -0.600 -0.346 0.197
H 0.038 -2.280 0.033 0.192
H 1.472 1.788 0.772 0.201
H 2.950 4.725 1.400 0.157
H -0.625 -1.852 -2.291 0.201
H -5.855 1.828 0.876 0.271
H 2.852 3.142 -2.060 0.190
H 3.163 4.826 -1.730 0.189
H 1.181 4.763 -0.054 0.204
H 5.949 4.168 1.159 0.211
H 2.347 2.642 2.048 0.205
H 0.786 3.179 -0.733 0.200
H 3.500 1.514 -0.568 0.193
H 2.392 -1.239 -3.238 0.205
H 5.170 5.178 2.384 0.212
H -1.356 -3.367 -1.791 0.210
H 4.031 5.514 0.263 0.195
H -7.554 -2.707 2.055 0.363
H 4.452 -3.379 -0.534 0.211
H -1.939 -1.181 0.850 -0.106
H 0.061 -3.390 -2.833 0.206
H 3.211 -1.006 -0.760 0.192
H 4.518 1.917 0.774 0.193
H 4.469 -2.369 -1.986 0.202
H 0.426 -3.940 -0.321 0.189
H 2.349 -3.447 -2.756 0.157
H -5.233 -3.221 3.782 0.225
H 4.646 -4.111 -2.133 0.212
H 2.630 0.926 1.772 0.214
H 2.375 -4.516 -1.364 0.195
H 0.934 -0.403 -2.697 0.203
H -6.905 0.714 1.824 0.279
H -7.675 -3.475 3.469 0.355
H -5.706 -4.370 2.540 0.211
H 0.794 4.600 -1.763 0.212
H 2.501 0.369 -2.535 0.209
H 4.871 3.447 2.361 0.202
```

## Properties
SMILES string: NCB1OBOB(CC(=O)I)O1.CCN(CC)CC.CCN(CC)CC
Molar mass: 482.82 g/mol
E: -1431.463416 Eh
Largest force on an atom: 0.96 eV/A
HOMO energy: -8.124 eV
HOMO-LUMO gap: 8.4 eV

***

Below is C15H37IN4O9S as an isolated structure in a non-equilibrium geometry, with properties calculated with ωB97M-V/def2-TZVPD.

```
67
Properties=species:S:1:pos:R:3:nbo_charge:R:1
I -3.264 -4.205 1.381 0.138
S -2.530 -1.805 -1.325 2.548
O -3.244 -3.259 -1.337 -0.715
O -0.895 4.144 6.975 -0.549
O -2.006 -1.517 -2.609 -0.896
O 2.617 -2.039 -3.851 -0.552
O -1.315 -2.265 -0.387 -0.695
O -2.917 -5.435 -2.687 -0.452
O -3.414 -0.913 -0.682 -0.866
O -4.903 -5.293 -3.528 -0.182
O -0.482 1.724 -1.105 -0.548
N -4.196 -6.057 -3.044 0.404
N -0.399 0.209 1.348 -0.832
N 1.288 3.448 5.214 -0.826
N 3.866 0.502 -4.416 -0.823
C -0.540 1.935 4.678 -0.619
C -2.667 -5.604 -1.311 -0.151
C 3.225 -0.272 -5.483 -0.081
C -1.084 -3.646 -0.736 -0.159
C 1.441 1.806 1.463 -0.615
C 1.885 0.373 -5.823 -0.615
C -0.276 3.118 -0.981 -0.247
C -2.180 4.169 6.386 -0.247
C -0.288 2.869 7.053 -0.072
C 0.414 2.409 5.768 -0.081
C 0.634 0.915 -0.803 -0.074
C -2.472 -4.240 -0.624 0.152
C 0.843 0.634 0.692 -0.081
C 3.125 -1.765 -5.141 -0.073
C 1.207 -2.019 -3.740 -0.243
H -0.976 3.613 -1.653 0.190
H 0.707 2.587 1.662 0.205
H 0.467 2.959 7.839 0.181
H -0.805 -3.698 -1.789 0.223
H 2.546 -2.306 -5.902 0.163
H -0.340 -4.026 -0.047 0.237
H 3.860 -0.198 -6.372 0.187
H -2.125 4.286 5.301 0.166
H 1.045 1.559 6.045 0.186
H 1.304 -0.254 -6.501 0.203
H 1.544 1.335 -1.256 0.162
H 0.742 3.399 -1.266 0.169
H -2.709 5.031 6.792 0.188
H -1.764 -6.201 -1.171 0.202
H -1.309 1.275 5.085 0.203
H 1.554 -0.196 0.755 0.183
H 2.047 1.334 -6.309 0.220
H 0.722 -2.399 -4.644 0.173
H 0.003 1.379 3.917 0.237
H 1.997 3.694 5.899 0.350
H -1.108 0.909 1.141 0.357
H 4.135 -2.183 -5.149 0.182
H -2.748 3.265 6.625 0.168
H 0.835 -1.016 -3.523 0.177
H 1.286 0.561 -4.932 0.206
H 2.277 2.253 0.921 0.204
H -1.035 2.766 4.173 0.197
H 0.438 -0.040 -1.302 0.179
H 4.804 0.145 -4.258 0.351
H 1.813 1.470 2.430 0.223
H -3.493 -6.117 -0.822 0.213
H 0.935 -2.662 -2.902 0.171
H -0.734 -0.628 0.882 0.359
H -0.478 3.466 0.035 0.165
H 0.735 4.295 5.112 0.354
H -1.017 2.121 7.391 0.162
H 3.372 0.301 -3.550 0.354
```

## Properties
Molar mass: 576.45 g/mol
E: -2185.584507 Eh
Largest force on an atom: 1.11 eV/A
HOMO energy: -8.946 eV
HOMO-LUMO gap: 8.3 eV

***

Which value of largest force on an atom does entry 1 give?
0.96 eV/A